Computed, not measured: a single C4H9N molecule in a non-equilibrium geometry, with ωB97M-V with the def2-TZVPD basis set.

Calculated values
Spin multiplicity: 1
Frontier orbital gap: 9.68 eV
SMILES: CCN1CC1
Net charge: 0
HOMO level: -8.5 eV
Calculated total energy: -5780.3155 eV
ΔE to the lowest compared entry with this formula, charge and spin: 337.36 kJ/mol
Largest force on an atom: 6.97 eV/Å

Atoms and positions in Å:
1 C -1.943605 0.294835 -0.112514
2 C -0.735945 -0.635122 0.103512
3 N 0.609698 -0.105804 -0.578356
4 C 1.212913 0.949387 0.098119
5 C 1.858425 -0.457992 0.102935
6 H -2.947538 -0.246170 0.353594
7 H -1.677938 1.349009 0.276113
8 H -1.980105 0.493515 -1.188771
9 H -0.711387 -0.849404 1.070937
10 H -0.789760 -1.600929 -0.563128
11 H 2.103811 1.394328 -0.481886
12 H 0.718708 1.432740 0.900211
13 H 1.591527 -1.287029 0.743095
14 H 2.691192 -0.731359 -0.723865

Cartesian forces (eV/Å) of the 2 atoms listed first:
-0.2 0.1 0.4
1.2 -0.2 -6.9